The following is a quantum chemistry calculation of a molecular structure, C49H61ClIN6O6P2PbS at a distorted geometry, from OMol25.

```
128
C49H61ClIN6O6P2PbS (ωB97M-V/def2-TZVPD)
Pb 0.3326 0.0787 -0.3898
C 4.8793 2.6656 -2.5271
C 3.6369 1.7714 -2.6036
C 2.7753 2.1225 -3.8222
P 2.5779 1.6414 -1.0625
C 3.8159 1.2457 0.2874
C 4.7513 0.1253 -0.1635
C 4.5508 2.4400 0.8926
C 2.0008 3.2935 -0.5644
C 2.3188 4.4888 -1.1969
C 1.9918 5.7161 -0.6383
C 1.3826 5.7372 0.6111
C 1.0010 4.5649 1.2307
C 1.1990 3.2993 0.6226
N 0.7702 2.1140 1.1275
C -0.2191 1.9913 2.0805
C -1.2872 2.8929 2.2554
C -2.2487 2.6982 3.2248
C -2.1859 1.5970 4.0701
C -1.1803 0.6640 3.8826
C -0.2150 0.8181 2.8902
P 1.1312 -0.3554 2.4683
C 2.4263 0.2688 3.7095
C 3.6600 -0.6267 3.7725
C 1.9013 0.5248 5.1217
C 0.7017 -2.1037 3.0262
C -0.2365 -2.3793 4.2019
C 0.1740 -2.8466 1.7914
H 5.3533 2.7043 -3.5113
H 4.6430 3.6838 -2.2283
H 5.6125 2.2748 -1.8254
H 3.9790 0.7399 -2.7395
H 2.1898 3.0294 -3.6602
H 3.4138 2.2773 -4.6945
H 2.0881 1.3116 -4.0514
H 3.1750 0.8317 1.0691
H 5.4761 0.4578 -0.9080
H 5.3102 -0.2505 0.6956
H 4.1798 -0.7067 -0.5789
H 5.1831 2.9572 0.1714
H 3.8405 3.1619 1.2952
H 5.1814 2.0933 1.7164
H 2.8339 4.4806 -2.1469
H 2.2581 6.6347 -1.1447
H 1.1976 6.6825 1.1080
H 0.5471 4.6034 2.2107
H -1.3748 3.7398 1.5907
H -3.0507 3.4191 3.3308
H -2.9226 1.4556 4.8506
H -1.1563 -0.1936 4.5341
H 2.7150 1.2351 3.2784
H 3.4130 -1.5902 4.2244
H 4.0574 -0.8144 2.7785
H 4.4382 -0.1605 4.3824
H 1.6115 -0.4081 5.6092
H 2.6870 0.9893 5.7245
H 1.0446 1.1946 5.1157
H 1.6850 -2.5155 3.2668
H -1.2712 -2.1820 3.9188
H -0.1652 -3.4374 4.4687
H 0.0085 -1.8030 5.0930
H -0.8278 -2.4960 1.5360
H 0.8255 -2.6869 0.9321
H 0.1104 -3.9203 1.9874
Cl 0.5451 -2.4606 -7.3836
C 0.7692 -2.2445 -5.6685
C 1.4723 -3.1867 -4.9616
C 1.6642 -3.0293 -3.5943
I 2.8093 -4.4398 -2.5475
C 1.1748 -1.9456 -2.8414
O 1.3702 -1.8299 -1.5852
C 0.4606 -0.9501 -3.6246
N 0.0508 0.1626 -2.9720
C -0.5215 1.1373 -3.6358
C -0.7911 1.0653 -5.0096
C -0.4147 -0.0548 -5.6966
C 0.2595 -1.1005 -5.0273
H 1.8846 -4.0442 -5.4749
H -0.7562 2.0284 -3.0707
H -1.2796 1.8917 -5.5084
H -0.6049 -0.1489 -6.7569
C 5.4223 -3.4622 1.3261
C 3.9138 -3.4075 1.2360
C 3.2214 -4.7459 1.2049
O 3.3114 -2.3607 1.2087
H 5.7342 -4.2556 2.0063
H 5.8234 -2.5077 1.6611
H 5.8200 -3.6845 0.3330
H 3.8174 -5.4865 0.6726
H 2.2476 -4.6492 0.7310
H 3.0770 -5.0888 2.2336
C -3.8433 3.6646 -3.1578
N -3.3364 2.6290 -2.2743
C -3.9534 1.3146 -2.3676
C -2.3198 2.8407 -1.4011
C -1.7614 4.2472 -1.3580
O -1.8861 1.9472 -0.6796
H -4.6681 3.2549 -3.7346
H -3.0792 4.0099 -3.8592
H -4.2112 4.5273 -2.5993
H -5.0385 1.4027 -2.3072
H -3.5928 0.7043 -1.5464
H -3.6886 0.8269 -3.3102
H -2.5067 4.9299 -0.9447
H -1.4864 4.6114 -2.3483
H -0.8793 4.2532 -0.7231
O -9.6436 -3.8298 -0.6817
S -8.6953 -4.9280 -0.8270
O -7.9257 -4.9122 -2.0559
O -9.1923 -6.2316 -0.4357
C -7.5154 -4.4411 0.4849
N -7.8448 -4.7344 1.7423
C -7.0821 -4.2276 2.6957
C -5.9623 -3.4539 2.4268
C -5.7065 -3.1981 1.0842
N -6.4894 -3.6806 0.1244
C -4.5483 -2.3878 0.6467
C -4.0016 -1.3844 1.4430
C -2.8895 -0.6982 0.9886
N -2.2936 -0.9725 -0.1691
C -2.8434 -1.9013 -0.9528
C -3.9709 -2.6205 -0.6000
H -7.3741 -4.4535 3.7171
H -5.3128 -3.0947 3.2128
H -4.4338 -1.1310 2.4020
H -2.4521 0.1063 1.5683
H -2.3383 -2.0704 -1.8997
H -4.4100 -3.3608 -1.2551
```

Summary:
* net charge: -1
* LUMO level: 1.5429 eV
* HOMO: -4.9730 eV
* Kohn-Sham gap: 6.52 eV
* spin multiplicity: 1
* ΔE to the lowest compared entry with this formula, charge and spin: 0.000 eV

=====

The following is a quantum chemistry calculation of a molecular structure, C49H62CaGeN4P at a distorted geometry, from OMol25.

```
118
C49H62CaGeN4P (ωB97M-V/def2-TZVPD)
Ca -0.0684 0.3592 0.0190
C -3.3155 -0.6452 3.9609
C -1.9592 0.0129 3.9909
C -1.7378 1.2597 3.4121
C -0.4797 1.8515 3.4379
C 0.5833 1.1963 4.0431
C 0.3743 -0.0487 4.6210
C -0.8844 -0.6298 4.6015
H -4.0604 0.0050 3.5023
H -3.6518 -0.8935 4.9691
H -3.2753 -1.5759 3.3894
H -2.5676 1.7790 2.9438
H -0.3214 2.8288 2.9951
H 1.5660 1.6476 4.0367
H 1.1991 -0.5715 5.0895
H -1.0417 -1.5991 5.0620
C 5.9974 -0.3083 0.1622
C 4.7021 -0.5363 -0.6266
C 5.0185 -0.6551 -2.1204
C 3.9538 -1.7422 -0.0791
C 4.5078 -2.9998 -0.2664
C 3.8838 -4.1539 0.1832
C 2.6793 -4.0386 0.8530
C 2.0902 -2.8023 1.0820
C 0.8249 -2.7413 1.9194
C -0.3545 -3.4472 1.2400
C 1.0795 -3.3349 3.3084
C 2.7081 -1.6227 0.5954
N 2.0605 -0.4067 0.7367
C 2.6890 0.6671 1.2676
C 2.1713 1.9852 1.2210
C 2.7618 3.1266 1.7987
C 1.9205 4.2118 1.4916
C 0.8644 3.7027 0.7391
N 1.0008 2.3546 0.5717
C -0.2733 4.4836 0.1172
C -1.4873 3.5747 -0.0981
C 0.1651 5.0502 -1.2437
C -0.6949 5.6414 1.0294
H 6.4556 0.6403 -0.1297
H 6.7147 -1.1103 -0.0320
H 5.8030 -0.2802 1.2354
H 4.0799 0.3475 -0.5017
H 5.6237 -1.5404 -2.3336
H 5.5775 0.2234 -2.4529
H 4.1043 -0.7032 -2.7123
H 5.4470 -3.0925 -0.8029
H 4.3293 -5.1249 0.0043
H 2.1981 -4.9401 1.2202
H 0.5575 -1.6893 2.0492
H -0.1376 -4.5063 1.0830
H -0.5573 -2.9981 0.2651
H -1.2564 -3.3680 1.8555
H 1.3499 -4.3901 3.2323
H 0.1919 -3.2557 3.9405
H 1.9029 -2.8105 3.7962
H 3.6256 0.5461 1.8165
H 3.6749 3.1447 2.3765
H 2.0852 5.2449 1.7630
H -1.2511 2.7822 -0.8160
H -2.3344 4.1456 -0.4880
H -1.7794 3.1190 0.8533
H 0.4213 4.2352 -1.9243
H 1.0457 5.6818 -1.1229
H -0.6349 5.6466 -1.6984
H -0.9626 5.2716 2.0212
H -1.5595 6.1627 0.6051
H 0.1131 6.3640 1.1454
N -1.1370 -1.9215 -2.4672
P 0.5340 -1.5592 -1.9089
C 1.2423 -0.4522 -3.1244
C 1.1582 -0.7202 -4.5162
C 1.6194 0.2013 -5.4411
C 2.1713 1.4108 -5.0343
C 2.2582 1.6928 -3.6590
C 1.7957 0.7907 -2.7313
C 1.1205 -3.2102 -2.4980
C 2.4185 -3.3678 -2.9889
C 2.9454 -4.6193 -3.2479
C 2.1973 -5.7631 -2.9941
C 0.9219 -5.6305 -2.4647
C 0.3967 -4.3742 -2.2065
C -2.2852 -1.2419 -2.2184
C -3.3292 -1.2892 -3.1615
C -4.5418 -0.7247 -2.8618
C -4.6791 -0.0508 -1.6388
C -3.6021 0.0217 -0.7880
N -2.4119 -0.5677 -1.0477
H -1.1446 -2.3511 -3.3842
H 0.7493 -1.6659 -4.8561
H 1.5482 -0.0245 -6.5001
H 2.5292 2.1277 -5.7621
H 2.7088 2.6205 -3.3259
H 1.9006 1.0212 -1.6716
H 3.0072 -2.4827 -3.1918
H 3.9517 -4.7058 -3.6402
H 2.6044 -6.7459 -3.1980
H 0.3291 -6.5133 -2.2530
H -0.5997 -4.2877 -1.7901
H -3.1707 -1.8049 -4.1001
H -5.3760 -0.8012 -3.5463
H -5.6262 0.3915 -1.3661
H -2.7570 1.3941 0.5851
C -6.7530 0.6516 1.3289
Ge -5.2348 1.8624 0.9373
C -4.8369 2.9643 2.5312
C -5.7831 3.1579 -0.4504
C -3.6459 0.7595 0.5260
H -7.6852 1.0459 0.9231
H -6.8806 0.5120 2.4028
H -6.5704 -0.3247 0.8779
H -5.6790 3.6214 2.7524
H -3.9613 3.5875 2.3396
H -4.6391 2.3559 3.4144
H -6.7530 3.5736 -0.1735
H -5.8701 2.7007 -1.4349
H -5.0627 3.9737 -0.5171
H -3.5484 0.0308 1.3367
```

Summary:
* net charge: -1
* LUMO level (spin up / spin down): 2.2257 / 2.2279 eV
* HOMO (spin up / spin down): -1.2839 / -1.3858 eV
* Kohn-Sham gap (spin up / spin down): 3.51 / 3.61 eV
* spin multiplicity: 1
* ΔE to the lowest compared entry with this formula, charge and spin: 0.000 eV

=====

The following is a quantum chemistry calculation of a molecular structure, C49H62CoN2O2P2Te at a distorted geometry, from OMol25.

```
119
C49H62CoN2O2P2Te (ωB97M-V/def2-TZVPD)
Co -1.6570 -0.3786 -1.1135
C -0.2195 -4.4403 -1.2133
C -1.2520 -3.9453 -0.2018
C -0.5530 -3.5816 1.1084
P -2.2650 -2.5017 -0.8450
C -3.9370 -2.9816 -0.1239
C -5.0827 -2.3326 -0.9022
C -4.0565 -2.6161 1.3568
C -2.6264 -2.9440 -2.5737
C -3.1368 -4.1747 -2.9699
C -3.6831 -4.3527 -4.2308
C -3.8079 -3.2418 -5.0600
C -3.2804 -2.0208 -4.6945
C -2.5769 -1.8548 -3.4775
N -1.9542 -0.7004 -3.0859
C -1.5875 0.2791 -3.9664
C -1.3078 0.0662 -5.3403
C -1.0052 1.1138 -6.1842
C -0.9843 2.4265 -5.7171
C -1.1637 2.6553 -4.3637
C -1.4011 1.6049 -3.4788
P -1.3323 1.7248 -1.6730
C -2.4207 3.1254 -1.0719
C -1.8183 4.5233 -0.9445
C -3.6901 3.1471 -1.9221
C 0.4207 2.3479 -1.3629
C 1.3923 1.1920 -1.5663
C 0.9556 3.4744 -2.2450
H 0.1407 -5.4310 -0.9218
H 0.6321 -3.7713 -1.2397
H -0.6262 -4.5058 -2.2212
H -1.9667 -4.7548 -0.0126
H 0.1222 -2.7418 0.9657
H 0.0459 -4.4263 1.4628
H -1.2605 -3.3148 1.8938
H -4.0036 -4.0720 -0.2276
H -4.9436 -1.2505 -0.9405
H -6.0345 -2.5474 -0.4070
H -5.1405 -2.7150 -1.9204
H -4.1233 -1.5342 1.4712
H -3.2050 -2.9770 1.9349
H -4.9632 -3.0577 1.7799
H -3.1217 -5.0103 -2.2772
H -4.0525 -5.3214 -4.5441
H -4.3283 -3.3333 -6.0070
H -3.4264 -1.1634 -5.3361
H -1.2880 -0.9455 -5.7208
H -0.7753 0.9090 -7.2240
H -0.7869 3.2469 -6.3961
H -1.1012 3.6694 -3.9866
H -2.7046 2.7964 -0.0673
H -1.5423 4.9271 -1.9193
H -0.9451 4.5286 -0.2901
H -2.5678 5.1864 -0.5033
H -3.4634 3.4314 -2.9507
H -4.4124 3.8592 -1.5150
H -4.1416 2.1537 -1.9315
H 0.4564 2.6540 -0.3077
H 1.4197 0.9520 -2.6297
H 1.0100 0.2084 0.1708
H 2.3919 1.5443 -1.2793
H 0.9201 3.1816 -3.2937
H 2.0011 3.6557 -1.9782
H 0.4203 4.4106 -2.1193
C -2.0595 0.3299 1.6736
C -2.7059 0.2240 0.2924
O -3.8796 0.5602 0.1434
H -2.8153 0.5623 2.4417
H -1.3255 1.1381 1.6300
H -1.5384 -0.5962 1.9147
C 3.3044 0.3843 9.0838
C 3.1497 0.2877 7.5889
C 3.9447 1.0423 6.7415
C 3.8514 0.9290 5.3562
C 4.8143 1.7240 4.5136
C 2.8948 0.0742 4.7907
Te 2.7492 -0.2583 2.6512
N 1.0862 -0.0344 -0.8144
C 2.1988 -0.8917 -0.8929
O 2.8526 -1.1498 0.1341
C 2.5660 -1.3835 -2.1975
C 1.7175 -1.2941 -3.3154
C 2.1441 -1.7294 -4.5519
C 3.4090 -2.2828 -4.7146
C 4.2294 -2.4433 -3.6012
C 3.8139 -2.0086 -2.3621
C 2.6231 1.8178 2.1878
C 3.4311 2.2922 1.1560
C 3.4345 3.6290 0.7986
C 2.6445 4.5270 1.5000
C 1.8338 4.0670 2.5249
C 1.7851 2.7164 2.8680
C 0.8294 2.2858 3.9470
C 2.0733 -0.6773 5.6439
C 1.0230 -1.6095 5.0925
C 2.2164 -0.5691 7.0212
H 4.3098 0.7139 9.3455
H 3.1217 -0.5824 9.5535
H 2.5955 1.1023 9.5030
H 4.6791 1.7226 7.1615
H 5.7209 1.9513 5.0763
H 4.3691 2.6708 4.2006
H 5.0836 1.1619 3.6202
H 0.7046 -0.9233 -3.1910
H 1.4873 -1.6355 -5.4077
H 3.7568 -2.5874 -5.6930
H 5.2013 -2.9072 -3.7200
H 4.4350 -2.1234 -1.4835
H 4.0691 1.5902 0.6305
H 4.0651 3.9712 -0.0128
H 2.6626 5.5807 1.2516
H 1.2196 4.7673 3.0798
H 1.3024 2.3363 4.9303
H 0.5254 1.2537 3.7900
H -0.0533 2.9260 3.9558
H 1.4454 -2.2876 4.3501
H 0.2273 -1.0399 4.6070
H 0.5827 -2.2059 5.8918
H 1.5877 -1.1738 7.6669
```

Summary:
* net charge: -1
* LUMO level (spin up / spin down): 2.1472 / 2.1470 eV
* HOMO (spin up / spin down): -2.4198 / -2.4214 eV
* Kohn-Sham gap (spin up / spin down): 4.57 / 4.57 eV
* spin multiplicity: 1
* ΔE to the lowest compared entry with this formula, charge and spin: 0.544 eV

=====

Question: What is the ΔE to the lowest compared entry with this formula, charge and spin in the first record?
Answer: 0.000 eV